Record 1
A cluster of 2 separate species, Br3H2PSi in total. Source: the OMol25 dataset; level of theory: ωB97M-V/def2-TZVPD.

Geometry as ORCA input:
```
! wB97M-V def2-TZVPD RIJCOSX def2/J DEFGRID3
* xyz 0 1
P 0.1556 -1.1759 2.0150
Si -0.3175 0.9724 -0.7200
H 0.1347 -1.9825 0.8854
Br -1.9985 2.4983 -0.7935
Br -1.0506 -0.7579 -2.1032
H 1.5025 -1.3298 2.2285
Br 1.5738 1.7753 -1.5122
*
```

HOMO (spin up / spin down), eV: -8.82 / -9.29
Energy relative to the best compared isomer or geometry (same formula, charge and spin), kcal per mole: 52.8
Lowest unoccupied orbital energy (spin up / spin down), hartree: -0.066 / -0.088
Electronic energy, eV: -227327.147



Record 2
A structure of composition Br4Mn. Source: the OMol25 dataset; level of theory: ωB97M-V/def2-TZVPD.

Geometry as ORCA input:
```
! wB97M-V def2-TZVPD RIJCOSX def2/J DEFGRID3
* xyz -2 6
Br 2.2194 0.1235 1.3004
Br -1.7913 1.1159 1.4821
Br -0.6215 -2.4559 -0.4299
Mn -0.0078 0.0293 -0.0465
Br 0.2012 1.1872 -2.3060
*
```

HOMO (spin up / spin down), eV: -1.93 / -2.18
Energy relative to the best compared isomer or geometry (same formula, charge and spin), kcal per mole: 0.0
Lowest unoccupied orbital energy (spin up / spin down), hartree: 0.210 / 0.210
Electronic energy, eV: -311498.086



Record 3
A structure of composition Br5Cl6NO27Sn6. Source: the OMol25 dataset; level of theory: ωB97M-V/def2-TZVPD.

Geometry as ORCA input:
```
! wB97M-V def2-TZVPD RIJCOSX def2/J DEFGRID3
* xyz 0 1
Br -2.7511 3.7814 -2.9284
Sn 3.3931 -1.6136 -4.2331
O 0.0711 5.7102 2.8114
O -0.1380 2.8136 0.4689
O 2.0050 0.2277 -3.4402
Sn 1.3173 7.0085 7.1782
O 0.0514 2.3793 -1.6820
O 3.4496 1.6559 -2.3360
O -0.0009 4.5046 -1.0573
Cl 0.4835 4.8244 3.9579
O -2.2498 -3.4556 5.4185
Sn -0.2835 4.1818 -3.1667
O -0.9993 -4.7758 3.8000
O 3.5122 -2.2624 -2.0216
O -2.9707 -0.9942 0.3851
Sn -0.3522 -5.0947 -0.5457
O 4.2158 0.2840 -4.2334
Sn 0.4638 -1.2789 2.3176
O -3.2182 -2.5311 -5.7872
O 0.6425 -3.1567 2.7264
O -3.3923 -5.2194 4.1368
O -4.0762 -2.1882 -3.5396
O 5.4671 -2.3865 -3.3857
N -0.1221 3.0900 -0.7561
O 5.6947 -2.3375 -0.9685
Sn -1.9028 -1.5128 -2.2487
O 1.6372 5.2064 4.8296
O -4.0873 -1.3340 2.2141
Cl -3.5518 -1.6121 -4.7679
Br -1.0810 -3.7304 -3.1869
Cl 4.9487 -2.7583 -2.0541
O -0.0177 3.5373 4.0199
Cl -2.2601 -4.4430 4.4129
O -4.3643 -0.5575 -5.1970
Cl -2.8900 -0.8270 1.7959
Br -2.6469 -3.9561 0.0374
O -2.2660 -0.9296 -4.3487
O -1.7064 -1.6949 2.2928
Br 0.8704 -2.6325 -0.3807
O -0.2653 5.7991 7.5552
O 2.7550 2.2707 -4.5147
Br 1.4280 8.4721 9.9426
Cl 3.0712 1.2057 -3.6193
O -2.7229 0.5156 2.1938
O 4.8393 -4.1856 -2.0953
*
```

HOMO, eV: -8.57
Lowest unoccupied orbital energy, hartree: -0.192
Electronic energy, eV: -517051.148



Record 4
A structure of composition Br6Hf. Source: the OMol25 dataset; level of theory: ωB97M-V/def2-TZVPD.

Geometry as ORCA input:
```
! wB97M-V def2-TZVPD RIJCOSX def2/J DEFGRID3
* xyz -1 2
Br -2.0085 1.7224 0.2385
Br 2.1055 -1.8665 -1.2142
Br 1.8417 1.4477 1.9582
Br 1.0177 1.5862 -2.0594
Br -1.8208 -1.4770 -1.5562
Hf 0.0924 -0.1458 0.1401
Br -1.2281 -1.2671 2.4930
*
```

HOMO (spin up / spin down), eV: -6.41 / -6.39
Energy relative to the best compared isomer or geometry (same formula, charge and spin), kcal per mole: 14.2
Lowest unoccupied orbital energy (spin up / spin down), hartree: 0.060 / -0.080
Electronic energy, eV: -421569.321



Record 5
A structure of composition BrCl2OPS2. Source: the OMol25 dataset; level of theory: ωB97M-V/def2-TZVPD.

Geometry as ORCA input:
```
! wB97M-V def2-TZVPD RIJCOSX def2/J DEFGRID3
* xyz 0 1
P -0.0874 -1.0755 -0.0770
Cl 1.4860 1.5488 1.4945
S 1.2486 1.3328 -0.6264
O -0.8267 -1.7368 -1.1821
Cl -3.1767 -1.3725 0.4748
Br 3.1435 1.0908 -0.9691
S -1.7873 0.2123 0.8853
*
```

HOMO, eV: -9.19
Energy relative to the best compared isomer or geometry (same formula, charge and spin), kcal per mole: 43.6
Lowest unoccupied orbital energy, hartree: -0.068
Electronic energy, eV: -128092.843



Record 6
A cluster of 2 separate species, BrCl3P2 in total. Source: the OMol25 dataset; level of theory: ωB97M-V/def2-TZVPD.

Geometry as ORCA input:
```
! wB97M-V def2-TZVPD RIJCOSX def2/J DEFGRID3
* xyz 0 1
Cl 0.6746 0.9554 1.6706
Cl -2.3127 0.4741 0.8251
Br 1.6020 1.0610 -2.9590
P -0.1352 -1.1143 -0.8000
Cl 1.5927 -1.6353 -0.0142
P -0.4911 0.9477 0.0260
*
```

HOMO (spin up / spin down), eV: -9.21 / -9.20
Energy relative to the best compared isomer or geometry (same formula, charge and spin), kcal per mole: 62.5
Lowest unoccupied orbital energy (spin up / spin down), hartree: -0.134 / -0.134
Electronic energy, eV: -126187.150



Record 7
The molecule BrClFNO. Source: the OMol25 dataset; level of theory: ωB97M-V/def2-TZVPD.

Geometry as ORCA input:
```
! wB97M-V def2-TZVPD RIJCOSX def2/J DEFGRID3
* xyz 0 1
F -0.0264 0.6936 1.0274
Br 0.5234 -1.9300 1.5556
N -0.3286 -0.4056 0.3158
Cl -0.7723 0.0894 -2.0752
O 0.3683 -0.3698 -0.8988
*
```

HOMO, eV: -10.91
Energy relative to the best compared isomer or geometry (same formula, charge and spin), kcal per mole: 66.0
Lowest unoccupied orbital energy, hartree: -0.075
Electronic energy, eV: -88813.629
SMILES: FN(Br)OCl



Record 8
A cluster of 2 separate species, BrClFNO in total. Source: the OMol25 dataset; level of theory: ωB97M-V/def2-TZVPD.

Geometry as ORCA input:
```
! wB97M-V def2-TZVPD RIJCOSX def2/J DEFGRID3
* xyz 0 1
N -0.1499 -0.5347 0.0485
Br -0.5764 -1.7348 -1.1940
O -0.8117 0.5739 -0.0649
F 1.9785 0.1217 -0.1988
Cl -0.4405 1.5739 1.4092
*
```

HOMO (spin up / spin down), eV: -10.30 / -10.29
Energy relative to the best compared isomer or geometry (same formula, charge and spin), kcal per mole: 108.2
Lowest unoccupied orbital energy (spin up / spin down), hartree: -0.105 / -0.105
Electronic energy, eV: -88811.798



Q: The highest electronic energy belongs to which entry?
A: number 8



Q: Look up the electronic energy of the fifth one.
A: -128092.843 eV